1.
{"formula": "C3H9NO2", "method": "ωB97M-V/def2-TZVPD", "species": ["C", "C", "N", "O", "H", "H", "H", "H", "H", "C", "O", "H", "H", "H", "H"], "positions_angstrom": [[1.65904, -0.06636, -0.67825], [1.40626, -1.04213, 0.42828], [0.43229, -1.99820, 0.20962], [2.09780, -1.06187, 1.42331], [1.76507, 0.92822, -0.26659], [0.90762, -0.07821, -1.47052], [2.61418, -0.25412, -1.15335], [0.19629, -2.49890, 1.05318], [-0.27895, -1.78376, -0.47024], [-1.82584, 1.65357, -0.00079], [-2.23167, 0.47728, 0.70581], [-1.76840, 2.48928, 0.70141], [-0.85403, 1.50452, -0.47309], [-2.62216, 1.87666, -0.71571], [-1.49749, -0.14598, 0.70694]], "mulliken_charge": [-0.911, 0.612, -0.451, -0.597, 0.264, 0.301, 0.301, 0.247, 0.261, -0.342, -0.509, 0.221, 0.103, 0.216, 0.285], "homo_ev": -10.162, "lumo_ev": 0.65, "smiles": "CC(N)=O.CO", "multiplicity": 1}

---

2.
{"formula": "C12H24ClHfO6", "method": "ωB97M-V/def2-TZVPD", "species": ["Hf", "Cl", "C", "O", "C", "O", "O", "C", "H", "H", "H", "H", "H", "H", "C", "C", "O", "C", "H", "H", "H", "H", "H", "H", "C", "C", "O", "C", "H", "H", "H", "H", "H", "H", "C", "C", "O", "C", "H", "H", "H", "H", "H", "H"], "positions_angstrom": [[0.10588, 0.09684, 0.27917], [1.41662, 1.07379, -1.81149], [-2.75757, -3.02571, -1.80808], [-2.32862, -2.11429, -2.83548], [-1.50734, -1.15909, -2.56908], [-0.96600, -0.94220, -1.46326], [-1.30959, -0.32975, -3.53109], [-1.77536, -0.63235, -4.87689], [-3.00428, -2.51799, -0.87922], [-1.96171, -3.75436, -1.64145], [-3.60356, -3.62707, -2.12775], [-2.86292, -0.57659, -4.84777], [-1.41555, -1.60182, -5.20693], [-1.43586, 0.14664, -5.55119], [-1.98844, 2.37614, 3.66529], [-1.29892, 1.05462, 3.51373], [-0.77627, 0.72850, 2.42968], [-1.31591, 0.12071, 4.65861], [-2.42229, 2.48850, 4.65987], [-2.78404, 2.50779, 2.93438], [-1.22327, 3.15991, 3.68258], [-0.60908, -0.69639, 4.51141], [-2.28415, -0.31697, 4.91504], [-1.02179, 0.67276, 5.55780], [0.61123, 4.55555, 1.17268], [1.38462, 3.26886, 1.13400], [0.80175, 2.19126, 0.93443], [2.87799, 3.35325, 1.31783], [0.71067, 5.01784, 0.18458], [0.98367, 5.27889, 1.89089], [-0.40689, 4.19377, 1.32198], [3.12257, 4.09998, 2.06453], [3.15452, 3.69196, 0.30694], [3.36981, 2.39222, 1.44215], [1.30713, -3.99655, -1.40131], [1.97943, -2.73312, -0.98553], [1.34562, -1.81989, -0.42954], [3.38756, -2.48126, -1.42306], [2.02711, -4.70930, -1.79199], [0.64060, -3.80456, -2.25166], [0.65903, -4.36562, -0.60613], [3.35610, -2.07569, -2.43671], [3.99514, -3.38464, -1.41525], [3.82232, -1.80459, -0.68670]], "mulliken_charge": [2.062, -0.303, -0.599, -0.322, 0.861, -0.159, -0.283, -0.647, 0.293, 0.214, 0.290, 0.332, 0.321, 0.267, -0.927, 0.648, -0.757, -1.159, 0.374, 0.348, 0.272, 0.365, 0.348, 0.397, -1.069, 0.827, -0.191, -1.059, 0.363, 0.416, 0.303, 0.400, 0.344, 0.334, -0.956, 0.735, -0.605, -1.123, 0.405, 0.190, 0.366, 0.305, 0.426, 0.350], "homo_ev": -19.974, "lumo_ev": -12.51, "multiplicity": 1, "charge": 3}

---

3.
{"formula": "CH4N2O", "method": "ωB97M-V/def2-TZVPD", "species": ["H", "N", "C", "N", "O", "H", "H", "H"], "positions_angstrom": [[-0.96943, -1.47271, -0.10348], [-1.52488, -0.59341, -0.03475], [-0.73890, 0.41128, -0.02424], [0.62981, 0.50851, 0.09502], [1.33446, -0.59636, -0.17785], [-1.24909, 1.39267, -0.12221], [1.01347, 1.26983, -0.38039], [1.50456, -0.91982, 0.74791]], "mulliken_charge": [0.248, -0.572, 0.030, -0.202, -0.421, 0.302, 0.249, 0.365], "homo_ev": -9.601, "lumo_ev": 0.83, "smiles": "[H]/N=C\\NO", "multiplicity": 1}

---

4.
{"formula": "C3H5N2PS", "method": "ωB97M-V/def2-TZVPD", "species": ["C", "C", "N", "S", "N", "C", "P", "H", "H", "H", "H", "H"], "positions_angstrom": [[-0.18774, 1.62323, 0.38078], [-0.98939, 0.43983, -0.20365], [-2.21586, 0.29773, 0.17507], [-3.58816, -0.46857, -0.10420], [-0.19642, -0.26078, -1.01525], [0.86608, -0.83340, -1.03316], [1.65393, -1.76006, 0.35262], [-0.84961, 2.11576, 1.10165], [0.63301, 1.08296, 1.01727], [0.21477, 2.27881, -0.34082], [2.87589, -1.51080, -0.26171], [1.78351, -3.00470, -0.06861]], "mulliken_charge": [-0.824, 0.474, -0.289, -0.116, -0.286, 0.154, -0.058, 0.290, 0.228, 0.302, 0.069, 0.053], "homo_ev": [-8.330, -7.382], "lumo_ev": [-0.91, -1.03], "smiles": "C/C(N=S)=N\\C#[PH2]", "multiplicity": 1}

---

5.
{"formula": "C29H49BF5N5O3", "method": "ωB97M-V/def2-TZVPD", "species": ["C", "C", "C", "C", "C", "C", "C", "C", "N", "C", "N", "C", "C", "C", "C", "O", "C", "C", "C", "C", "C", "C", "C", "N", "C", "O", "C", "C", "O", "N", "C", "C", "C", "C", "N", "C", "C", "F", "H", "H", "H", "H", "H", "H", "H", "H", "H", "H", "H", "H", "H", "H", "H", "H", "H", "H", "H", "H", "H", "H", "H", "H", "H", "H", "H", "H", "H", "H", "H", "H", "H", "H", "H", "H", "H", "H", "H", "H", "H", "H", "H", "H", "H", "H", "H", "H", "H", "B", "F", "F", "F", "F"], "positions_angstrom": [[2.73985, -1.49234, 5.13869], [1.36845, -2.08793, 4.82724], [1.43563, -3.57685, 4.49579], [0.16722, -4.07313, 3.78072], [0.44940, -5.11990, 2.67739], [-0.54731, -5.02840, 1.49984], [0.08935, -4.68176, 0.13019], [-0.53230, -3.45398, -0.53275], [0.10794, -2.16629, -0.18176], [-0.23447, -1.02034, -0.78165], [0.41789, 0.12724, -0.61842], [-0.19595, 1.04130, -1.33144], [0.19570, 2.45509, -1.40369], [0.70668, 2.90755, -0.03365], [-0.35971, 2.69579, 1.04408], [1.00344, 4.28137, -0.12914], [2.37923, 4.59224, -0.01748], [3.09257, 4.26370, -1.30786], [2.75959, 5.00752, -2.45750], [3.36061, 4.70026, -3.67890], [4.29796, 3.66571, -3.74910], [4.62594, 2.92050, -2.61179], [4.02085, 3.22222, -1.38676], [-1.24404, 0.49280, -1.97569], [-2.13707, 1.25098, -2.83749], [-1.51484, 1.69495, -4.01627], [-1.46785, 0.76360, -5.04645], [-0.45572, -0.33339, -4.91695], [-2.16807, 0.89253, -5.97255], [-1.28108, -0.82927, -1.63047], [-2.37613, -1.66896, -2.09297], [-3.50040, -1.78551, -1.02844], [-4.63313, -0.76643, -1.21332], [-4.46597, 0.46294, -0.31900], [-4.81076, 0.11153, 1.06918], [1.17838, -2.19267, 0.81735], [2.56225, -2.42514, 0.21606], [1.20548, -1.01633, 1.52710], [3.01376, -1.62130, 6.18316], [3.52220, -1.97160, 4.55330], [2.77182, -0.42692, 4.93506], [0.70687, -1.90484, 5.67083], [0.95832, -1.52719, 3.98827], [1.52161, -4.10651, 5.44236], [2.30955, -3.73659, 3.86979], [-0.26827, -3.20533, 3.28816], [-0.54424, -4.50311, 4.47645], [1.47217, -5.03039, 2.31577], [0.36860, -6.10525, 3.12657], [-1.34465, -4.33306, 1.74758], [-1.03684, -5.99330, 1.40228], [-0.13528, -5.51006, -0.53445], [1.16892, -4.63538, 0.20019], [-1.58284, -3.41616, -0.26457], [-0.40918, -3.57278, -1.60508], [-0.61658, 3.10049, -1.71686], [1.00164, 2.55287, -2.13385], [1.58463, 2.33732, 0.26725], [-1.35143, 2.92499, 0.65861], [-0.17039, 3.43155, 1.82045], [-0.29479, 1.70396, 1.47984], [2.43073, 5.65662, 0.18708], [2.84170, 4.08027, 0.82811], [2.02822, 5.79537, -2.36850], [3.09336, 5.28802, -4.54276], [4.76675, 3.45679, -4.69870], [5.35208, 2.12437, -2.67393], [4.23553, 2.66733, -0.48483], [-3.05273, 0.71437, -3.06031], [-2.41599, 2.14644, -2.29841], [-0.97511, -1.28071, -5.00069], [0.09162, -0.27285, -3.98412], [0.25875, -0.21207, -5.72367], [-2.04661, -2.65516, -2.38138], [-2.83050, -1.24326, -2.97765], [-3.07265, -1.69085, -0.03601], [-3.93246, -2.77725, -1.13938], [-5.56230, -1.23919, -0.91249], [-4.75245, -0.49961, -2.26386], [-5.08849, 1.28808, -0.64506], [-3.42140, 0.78922, -0.33057], [-3.98615, -0.16732, 1.57683], [-5.24337, 0.89003, 1.54143], [0.93806, -2.92470, 1.57627], [3.13931, -1.50952, 0.23775], [3.07336, -3.25009, 0.69962], [2.45050, -2.70576, -0.82914], [-1.44520, 5.86209, 2.92239], [-0.12459, 5.37091, 3.07760], [-2.18540, 4.89194, 2.20666], [-2.02853, 6.06366, 4.17902], [-1.42117, 7.06030, 2.19544]], "mulliken_charge": [-1.444, 0.051, -0.890, -0.922, -1.070, -0.896, -1.348, -0.757, 0.700, 0.130, -0.365, -0.593, -0.058, 0.401, -1.167, -0.445, -1.145, 0.731, -0.248, -0.639, -0.412, -0.742, -0.223, 1.366, -1.668, -0.333, 0.596, -0.783, -0.489, 0.521, -1.430, -0.559, -1.213, -0.110, -0.645, 1.743, -1.740, -0.302, 0.383, 0.331, 0.373, 0.387, -0.005, 0.496, 0.253, 0.353, 0.605, 0.449, 0.529, 0.524, 0.490, 0.559, 0.517, 0.254, 0.461, 0.336, 0.033, 0.236, 0.245, 0.433, 0.214, 0.494, 0.351, 0.447, 0.412, 0.412, 0.401, 0.417, 0.807, 0.395, 0.237, 0.181, 0.392, 0.519, 0.842, 0.330, 0.465, 0.523, 0.450, 0.477, -0.149, 0.215, 0.263, -1.236, 0.499, 0.381, 0.414, 0.603, -0.431, -0.396, -0.376, -0.399], "homo_ev": -9.175, "lumo_ev": -0.71, "multiplicity": 1}

---

6.
{"formula": "CH3FOP2", "method": "ωB97M-V/def2-TZVPD", "species": ["C", "P", "F", "P", "O", "H", "H", "H"], "positions_angstrom": [[-0.04556, 0.19595, -0.17122], [-1.76137, 0.88162, -0.87654], [-1.80681, 2.10144, 0.25364], [-3.07961, -0.53432, 0.56318], [-2.92074, -1.90265, 0.09869], [-0.21685, -0.28040, 0.75854], [0.55793, 1.06653, -0.04791], [0.48498, -0.36584, -1.05889]], "mulliken_charge": [-0.931, 0.256, -0.295, 0.403, -0.370, 0.339, 0.300, 0.299], "homo_ev": -8.596, "lumo_ev": -1.20, "smiles": "CP(F)#P=O", "multiplicity": 1}

---

The calculation returns the following E values, one per record and in order: -324.9365, -1430.3137, -225.1756, -966.1869, -2158.2273, -897.7046 hartree.